Record 1
Computed, not measured: a 4-piece molecular cluster, C30H50ClIN6O10PS overall, with ωB97M-V/def2-TZVPD.

The frontier orbital gap is 7.3 eV. The charge is +1. The total energy comes out at -3750.9182 Ha.

Geometry as XYZ:
```
100
Properties=species:S:1:pos:R:3:forces:R:3
C 0.124310 3.864655 2.516944 -0.8 -0.4 0.1
C -0.561072 2.822295 3.560266 -0.7 2.8 0.4
O 0.391560 1.935355 4.198385 0.3 -2.5 -2.1
P 1.033714 0.776709 3.141942 4.0 0.0 -0.5
O 1.932824 1.335562 2.028736 -2.9 -0.8 2.0
C -0.289109 -0.440502 2.478436 -1.7 1.0 0.9
C -1.203706 0.266311 1.316416 1.6 2.2 -0.1
C -1.314711 -0.603374 -0.019624 -0.9 -1.3 0.2
C -1.927162 -1.994632 0.528788 0.2 -1.4 -1.2
C -3.058826 -1.980031 1.636767 -1.6 -1.5 -0.3
C -4.328783 -2.903654 1.165373 1.2 -0.5 0.8
Cl -2.445895 -2.932477 3.124911 -0.3 1.1 -0.8
N -2.334875 -0.265444 -1.121057 1.2 0.1 -1.5
S -3.751179 0.669634 -0.699736 0.0 0.3 0.1
C -2.004107 -0.769569 -2.327774 -0.9 1.0 -0.6
C -3.023655 -0.715640 -3.582963 0.2 -0.1 -0.1
N -2.985058 -2.006012 -4.363145 0.2 1.1 -0.1
C -0.491220 -1.425305 -2.421731 -2.0 0.6 1.4
C -0.795520 -3.004633 -2.260396 -0.6 -0.3 1.6
C -0.247162 -4.094486 -3.237459 0.7 -2.0 -0.1
C 1.255432 -4.645161 -2.906381 0.0 -0.7 -0.5
C 2.265340 -4.447053 -4.170398 -1.8 -0.7 1.3
O 3.523403 -4.008900 -3.602556 0.4 1.6 -2.4
C 4.247829 -3.168305 -4.477397 1.4 1.3 -2.2
C 5.541903 -2.445597 -3.828134 -1.3 -1.7 1.0
O 4.006366 -2.969660 -5.684943 -0.3 -1.1 3.9
C 0.359896 -1.341447 -3.735907 -0.4 0.8 -2.0
C 0.900679 0.001411 -4.355494 4.0 3.3 0.7
O 2.079609 0.378849 -4.111392 -4.2 -1.8 -0.7
O 0.133410 0.873735 -5.181937 0.1 -2.2 1.4
C -0.059225 -0.597885 -1.068585 -0.3 -0.4 1.1
C 0.082692 0.979003 -1.406506 0.6 1.1 -0.6
C 1.526862 1.594475 -1.182045 3.2 -1.5 0.1
O 2.616123 1.020437 -1.162069 -4.5 1.5 -0.2
I 1.592949 3.788411 -0.930818 -0.3 -0.9 -0.3
O 0.958863 -1.229149 -0.260447 -1.5 1.5 -0.3
N 1.903947 -1.856054 -1.002758 2.3 -1.4 1.0
O 2.672820 -2.388558 -0.265359 -1.0 0.8 -1.5
O 2.053857 -0.205903 4.122625 -2.3 1.8 -1.6
C 2.974117 -0.974646 3.293544 1.4 -1.7 0.3
C 3.747631 -1.971322 4.320815 -1.2 1.4 0.1
H -0.241501 4.942748 2.680471 0.4 -1.8 0.0
H 1.259692 3.833305 2.616586 -1.6 -0.1 -0.4
H -0.261863 3.560098 1.488380 1.1 0.6 1.1
H -1.477900 2.299182 3.114885 1.5 0.4 0.6
H -0.979504 3.490673 4.402711 0.7 -1.4 -1.1
H -1.011178 -0.558231 3.371538 1.3 -0.4 -1.3
H 0.179251 -1.417325 2.145355 -0.5 1.4 0.7
H -0.621538 1.260443 1.187857 -1.0 -1.5 -0.6
H -2.211345 0.639028 1.730639 1.5 -1.2 -0.7
H -1.062822 -2.696523 0.824333 -1.4 1.2 -0.2
H -2.456251 -2.536199 -0.343150 1.1 0.9 1.3
H -3.548256 -0.999365 1.908935 1.3 -1.0 0.1
H -3.863936 -3.879308 0.761050 -1.0 1.5 0.3
H -4.987681 -2.369401 0.408903 0.9 -0.7 0.9
H -4.904877 -3.211921 2.114366 0.7 0.7 -1.7
H -3.168601 1.737911 0.018599 0.0 -1.3 -0.9
H -4.101511 -0.531406 -3.263302 1.6 -0.1 -0.1
H -2.713373 0.109185 -4.307675 -0.2 -0.5 1.5
H -3.912756 -2.132804 -4.787697 0.5 0.0 0.3
H -2.338691 -1.867559 -5.163175 -0.6 -0.3 0.7
H -1.946797 -3.102010 -2.269199 1.9 0.0 0.1
H -0.395337 -3.279713 -1.208938 -0.9 0.3 -1.7
H -0.905393 -5.035976 -3.083581 0.7 1.8 -0.2
H -0.304623 -3.910813 -4.362312 -0.1 0.2 1.6
H 1.675123 -4.217794 -1.934884 -0.5 -0.4 -1.5
H 1.209337 -5.786095 -2.734078 -0.1 1.8 -0.1
H 2.356186 -5.470703 -4.677553 0.2 1.7 0.4
H 1.763556 -3.685154 -4.854565 1.3 -1.0 0.6
H 6.283774 -3.311586 -3.647353 -0.9 1.6 -0.3
H 5.964670 -1.628757 -4.490064 -0.8 -1.3 0.8
H 5.205531 -2.072917 -2.796065 0.7 -0.3 -1.5
H 1.323504 -1.953617 -3.574950 -1.7 0.9 -0.2
H -0.280312 -1.775490 -4.595885 1.1 0.3 1.6
H 0.696815 1.631853 -5.452257 0.0 -0.7 0.4
H -0.215354 1.249892 -2.492004 0.8 -0.7 1.5
H -0.650111 1.665031 -0.849885 1.2 -1.3 -0.4
H 3.782734 -0.332484 2.814851 -1.5 -0.6 0.4
H 2.352157 -1.569938 2.526682 1.3 0.9 0.9
H 4.683715 -2.431100 3.863862 -1.4 0.5 0.6
H 2.988141 -2.726271 4.705654 1.3 0.7 -0.6
H 4.017501 -1.295007 5.215919 -0.1 -1.2 -1.4
C -1.665154 8.608427 2.483588 -0.1 -0.7 -0.3
C -1.934619 7.274587 1.859045 -0.4 -2.0 -0.9
N -2.146691 6.224760 1.367174 0.6 3.1 1.4
H -0.594027 8.816846 2.466784 -0.1 -0.1 0.0
H -2.189253 9.389594 1.929946 0.0 -0.2 0.1
H -2.011895 8.611330 3.518137 0.0 -0.1 -0.1
C 1.964629 -3.142902 8.258475 0.8 0.0 -0.4
C 3.340301 -3.191133 7.668092 2.1 -0.1 -0.8
N 4.421329 -3.228576 7.203893 -3.2 0.1 1.4
H 1.383691 -2.352425 7.780592 0.1 -0.1 0.0
H 1.461183 -4.098446 8.104301 0.1 0.1 0.0
H 2.027361 -2.941717 9.328886 0.1 0.0 -0.1
C -2.881327 8.821362 -1.578612 -0.3 0.4 0.7
C -3.397014 9.577951 -0.393595 -0.9 1.2 1.7
N -3.802445 10.172993 0.538509 1.2 -1.8 -2.8
H -2.417902 7.889497 -1.249892 -0.1 0.1 0.1
H -3.703579 8.590823 -2.257578 0.0 0.1 0.1
H -2.139632 9.421705 -2.107687 -0.1 0.0 0.1
```
Forces are in eV/Å.

Record 2
Computed, not measured: C57H52BN5O3P2S4Tl as an isolated structure, with ωB97M-V/def2-TZVPD.

The value obtained for the relative energy (zero: lowest compared OMol25 entry of this formula, charge and spin) is 30.34 kcal per mole. The frontier orbital gap is 4.7 eV. The charge is +1. The total energy comes out at -5175.3145 Ha.

Geometry as XYZ:
```
125
Properties=species:S:1:pos:R:3:forces:R:3
Tl 2.820112 -1.667931 -2.363113 0.1 -0.4 -0.1
O -0.735957 0.945895 -1.121466 0.2 0.3 0.5
S -0.408102 1.862730 0.041344 -0.7 -1.0 -0.4
C -2.057826 2.294326 0.750955 0.5 -0.5 0.3
C -2.053100 2.643290 2.087061 -0.7 0.7 -0.8
C -3.064098 3.462000 2.627910 -1.7 0.3 0.7
C -4.050248 4.026078 1.801249 2.0 -0.7 -0.1
C -5.110552 5.048058 1.931771 -1.3 1.3 1.0
C -5.490339 5.481289 0.463265 1.2 0.1 0.5
C -4.930536 4.361946 -0.363301 1.0 -0.3 -1.9
C -4.907889 4.118175 -1.778683 0.3 0.5 2.9
C -4.260945 2.986764 -2.241913 0.6 -1.9 -0.1
C -3.565401 2.065510 -1.331011 -1.6 1.6 -1.5
P -3.906037 0.353882 -1.719758 1.7 1.5 -0.7
C -5.479907 0.051629 -2.539698 -2.5 0.0 -0.7
C -6.679236 0.649897 -2.050292 0.5 -0.1 -0.6
C -7.944296 0.448961 -2.644922 1.1 0.0 0.8
C -8.092445 -0.450273 -3.679960 1.2 -0.3 -1.0
C -6.925503 -1.034890 -4.262795 0.3 1.3 1.7
C -5.665073 -0.765386 -3.713353 -0.2 0.7 1.1
C -3.689869 -0.651547 -0.270295 -1.2 -0.1 1.5
C -3.092611 -1.885823 -0.457083 0.3 -1.0 0.7
C -3.021168 -2.841134 0.587060 -0.8 -0.2 0.3
C -3.619508 -2.542868 1.823346 0.8 -1.4 -1.0
C -4.286199 -1.318845 1.987607 0.0 -0.9 1.0
C -4.355330 -0.367214 1.007305 1.0 0.1 -1.6
C -3.172590 2.616013 -0.071690 -0.7 0.2 0.6
C -4.047835 3.637623 0.446050 1.0 -1.3 -0.7
C 0.212950 0.840624 1.397503 0.1 -1.1 -0.3
C -0.500141 -0.336369 1.662711 0.8 1.4 -1.0
C -0.354914 -1.076163 2.812998 1.6 -0.2 2.6
C 0.624511 -0.692407 3.759254 -0.7 1.4 -2.4
C 0.986838 -1.183757 5.115566 -0.5 1.4 1.4
C 2.172094 -0.245382 5.533004 -1.1 -0.5 -0.5
C 2.268475 0.796070 4.474946 0.6 1.2 -0.5
C 3.038846 1.949744 4.351529 -1.8 -1.6 0.3
C 3.022155 2.638599 3.155899 0.2 0.9 -0.9
C 2.328512 2.207655 2.013036 -0.5 0.1 1.3
P 2.787029 2.855318 0.394979 0.6 -0.6 -0.6
C 2.514190 4.628312 0.589646 1.2 -0.4 -0.3
C 1.691905 5.085053 1.576566 -2.4 -0.2 0.5
C 1.284196 6.417015 1.637507 0.6 -0.1 -0.6
C 1.719255 7.311103 0.673136 0.2 0.1 -0.2
C 2.524953 6.786944 -0.377173 0.0 0.3 1.3
C 3.055017 5.518824 -0.365306 -1.5 -0.3 1.6
C 4.608742 2.654820 0.687073 -0.2 1.0 0.1
C 5.192239 1.404322 0.572478 0.2 -1.6 -0.9
C 6.545563 1.213014 0.883972 -1.2 2.3 1.3
C 7.327271 2.263998 1.397852 -0.2 -2.4 -1.1
C 6.772610 3.476510 1.340266 0.1 3.8 0.0
C 5.425357 3.720759 1.060094 0.4 -0.2 -0.5
C 1.355049 1.178567 2.194349 -0.3 1.0 0.0
C 1.425852 0.491640 3.413843 -1.2 -2.8 0.7
H -1.221989 2.348534 2.694421 0.3 -0.1 0.4
H -3.123850 3.562241 3.725517 0.2 0.3 -0.7
H -4.845987 5.960112 2.524115 -0.1 -1.0 -0.3
H -5.992890 4.560808 2.431039 0.6 0.6 -0.4
H -4.948561 6.443115 0.196939 -0.8 -1.0 0.3
H -6.547083 5.577242 0.353542 -0.7 0.4 -0.2
H -5.396565 4.848286 -2.362810 -0.4 0.4 -1.1
H -4.247196 2.723812 -3.353616 -0.5 0.2 1.7
H -6.652209 1.378643 -1.254892 0.2 0.0 0.3
H -8.770693 1.029382 -2.233096 0.1 -0.4 -0.2
H -9.070331 -0.606641 -4.109049 0.0 -0.2 -0.1
H -6.873939 -1.632867 -5.145068 -0.7 -0.3 -0.4
H -4.816886 -1.157645 -4.236502 0.3 -0.2 0.0
H -2.663929 -2.181241 -1.403587 0.1 0.2 -0.2
H -2.660212 -3.890577 0.420881 0.0 1.4 0.0
H -3.556196 -3.396474 2.563120 -0.4 1.6 -0.5
H -4.812562 -1.190091 2.928635 0.1 0.4 -0.1
H -4.875622 0.569093 1.256272 0.3 -0.4 -0.6
H -1.074549 -0.739778 0.854371 -1.0 0.2 -0.1
H -1.029154 -1.879952 3.051594 0.0 -0.4 -0.3
H 1.216489 -2.227895 5.255829 0.1 -0.4 -0.4
H 0.156619 -0.974448 5.850513 0.5 -0.3 -0.9
H 3.074068 -0.778966 5.511328 1.4 -0.9 0.1
H 2.030355 0.062592 6.538569 0.0 0.8 0.8
H 3.465146 2.318556 5.225858 1.2 0.8 1.1
H 3.556131 3.618548 3.129679 -0.2 -1.1 -0.3
H 1.081309 4.394991 2.215295 1.2 0.5 -0.4
H 0.576163 6.648435 2.399307 -0.2 0.6 0.5
H 1.492615 8.405290 0.776711 0.0 -1.3 -0.5
H 2.772795 7.369652 -1.202368 0.6 1.4 -1.0
H 3.856629 5.192316 -0.983900 0.1 -0.1 -0.9
H 4.587451 0.557749 0.135833 0.7 0.9 0.7
H 7.046116 0.325753 0.884222 0.7 -2.8 -0.5
H 8.365053 2.082809 1.660683 -0.1 0.2 -0.1
H 7.439005 4.363440 1.378486 -0.6 -0.5 0.6
H 5.092291 4.759863 1.028138 -0.1 -0.4 0.2
C 3.560088 -6.731705 1.984023 0.6 -2.3 -0.2
N 2.713229 -6.941717 0.782816 -0.7 1.0 0.2
C 1.717065 -7.929323 0.552425 1.3 1.9 -0.9
C 1.170752 -7.609129 -0.651925 0.8 0.2 0.2
N 1.761467 -6.467730 -1.168728 0.8 0.3 0.9
B 1.334971 -5.744605 -2.536086 -1.6 0.2 1.7
N 2.500989 -5.513355 -3.433133 1.3 1.2 -2.1
C 3.681570 -6.206961 -3.499079 1.2 1.6 -1.0
C 4.559029 -5.482669 -4.293988 -0.7 -0.9 0.2
N 3.860957 -4.345169 -4.709726 0.8 -1.0 -0.2
C 4.474225 -3.297605 -5.478817 0.7 0.7 -1.1
C 2.591994 -4.373663 -4.268907 0.7 -2.5 2.1
S 1.394194 -3.256919 -4.543913 -0.7 1.1 -0.2
C 2.668082 -6.003026 -0.237477 -0.8 -1.4 -0.3
S 3.588776 -4.584805 -0.307852 0.1 0.4 -0.1
H 4.530772 -7.277782 1.831713 -0.9 0.4 0.2
H 3.149723 -7.073295 2.964363 -0.3 0.0 -1.1
H 3.825156 -5.717831 2.095319 0.0 1.3 -0.2
H 1.659249 -8.740688 1.216082 -0.4 -0.8 0.5
H 0.453799 -8.102638 -1.258064 -0.5 -0.4 -0.1
H 1.004631 -4.608440 -2.211777 -0.4 -0.4 0.1
H 0.420631 -6.421589 -3.017961 0.4 0.3 0.2
H 3.902172 -7.069573 -2.899604 -0.2 -0.2 -0.1
H 5.525444 -5.751828 -4.755621 -0.7 0.4 0.7
H 5.507246 -3.088700 -5.064389 -1.3 -0.1 -0.4
H 3.799239 -2.406484 -5.413941 0.8 -0.7 -0.2
H 4.603536 -3.591395 -6.572739 -0.3 0.4 1.3
O 2.520065 -1.383330 0.451155 -0.5 -0.4 0.7
H 1.744357 -1.280966 1.038166 0.4 0.1 -0.4
H 2.773313 -2.315778 0.611479 0.1 0.1 -0.3
O 0.945697 -0.037087 -3.102753 -0.9 0.2 0.0
H 0.315894 0.306648 -2.432300 0.4 0.2 0.3
H 0.336636 -0.242153 -3.823808 0.4 -0.2 -0.3
S -2.124515 -1.859461 -4.829607 -0.4 1.1 1.7
C -2.540437 -0.836181 -3.690452 0.4 0.4 -0.9
N -2.793895 0.109300 -2.932227 0.1 -2.6 -0.9
```
Forces are in eV/Å.

Record 3
Computed, not measured: one molecule with the formula C6H11NO, with ωB97M-V/def2-TZVPD.

Its SMILES is [H]/N=C/[C@@H](C)C(=C)CO. The value obtained for the relative energy (zero: lowest compared OMol25 entry of this formula, charge and spin) is 44.39 kcal per mole. The frontier orbital gap is 10.4 eV. The charge is 0. The total energy comes out at -365.1607 Ha.

Geometry as XYZ:
```
19
Properties=species:S:1:pos:R:3:forces:R:3
H -1.831937 -3.041857 -1.252056 0.2 0.2 0.0
N -1.022486 -2.418239 -1.343464 -0.2 1.5 1.1
C -1.193719 -1.360384 -0.618759 0.2 -1.4 -0.7
C -0.161077 -0.243124 -0.575491 -0.2 -0.6 0.0
C -0.786279 0.998466 -1.208210 -0.2 0.4 -0.2
C 0.376743 0.054558 0.820122 -0.7 -0.6 1.1
C -0.240135 -0.302958 1.964035 0.3 0.2 -0.9
C 1.679862 0.819843 0.923794 0.1 0.1 -0.3
O 2.511493 0.612186 -0.203891 0.1 0.5 -0.5
H -2.125036 -1.229571 -0.042527 0.3 0.1 -0.1
H 0.664237 -0.586670 -1.211851 -0.1 0.1 0.2
H -1.259086 0.753514 -2.166265 0.2 0.0 0.1
H -0.033145 1.770581 -1.395752 -0.1 0.0 0.0
H -1.560585 1.429461 -0.563195 0.1 -0.1 0.0
H -1.182825 -0.836786 1.993544 0.1 0.0 -0.1
H 0.186682 -0.053657 2.933060 0.0 0.0 -0.2
H 2.249614 0.489019 1.799370 -0.2 0.1 -0.1
H 1.489297 1.893056 1.029130 -0.1 0.0 0.1
H 2.238381 1.252562 -0.881593 0.3 -0.4 0.2
```
Forces are in eV/Å.

| no. | strongest force on any atom (eV/A) | LUMO level (eV) |
| --- | --- | --- |
| 1 | 5.3 | -4.4 |
| 2 | 3.8 | -3.6 |
| 3 | 1.8 | 0.8 |